(1)
Entry from the OMol25 dataset: a 5-piece molecular cluster, C18H31O21PS5 overall (ωB97M-V/def2-TZVPD).

## Properties
SMILES: O=[P@](O)(OCCCS)OCOc1ccccc1.O=S1(=O)OCCO1.O=S1(=O)OCCO1.O=S1(=O)OCCO1.O=S1(=O)OCCO1
Spin multiplicity: 1
Relative energy (zero: lowest compared OMol25 entry of this formula, charge and spin): 0.000 eV
LUMO energy: 0.40 eV
HOMO energy: -8.84 eV

Cartesian coordinates (Å):
O 3.751 1.750 -3.935
P 3.519 2.404 -2.641
O 3.977 3.936 -2.617
O 4.253 1.800 -1.384
C 5.693 1.778 -1.403
C 6.180 0.560 -0.638
C 5.714 -0.757 -1.263
S 7.004 -1.346 -2.391
O 2.023 2.386 -2.133
C 0.989 2.014 -3.062
O -0.206 2.498 -2.554
C -1.128 1.572 -2.110
C -2.454 1.799 -2.429
C -3.425 0.921 -1.973
C -3.076 -0.177 -1.195
C -1.746 -0.394 -0.884
C -0.764 0.479 -1.329
H 4.033 4.280 -3.517
H 6.074 1.751 -2.428
H 6.065 2.695 -0.939
H 7.274 0.585 -0.658
H 5.862 0.631 0.402
H 5.578 -1.506 -0.482
H 4.764 -0.654 -1.782
H 6.583 -2.586 -2.649
H 1.180 2.481 -4.029
H 0.980 0.930 -3.176
H -2.724 2.670 -3.014
H -4.468 1.102 -2.201
H -3.859 -0.825 -0.831
H -1.482 -1.242 -0.265
H 0.273 0.310 -1.066
O -6.163 -1.591 -1.017
S -5.778 -2.518 -0.015
O -4.737 -2.211 0.901
O -5.492 -3.922 -0.709
C -6.306 -4.951 -0.119
C -7.554 -4.216 0.331
O -7.050 -2.967 0.829
H -5.765 -5.385 0.723
H -6.507 -5.717 -0.863
H -8.088 -4.729 1.126
H -8.231 -4.015 -0.500
O 10.467 -2.611 1.929
S 9.829 -1.596 1.172
O 8.423 -1.582 0.993
O 10.557 -1.500 -0.245
C 11.040 -0.172 -0.480
C 11.342 0.359 0.908
O 10.272 -0.157 1.712
H 10.254 0.404 -0.974
H 11.917 -0.218 -1.118
H 11.339 1.443 0.961
H 12.288 -0.028 1.291
O -3.133 -3.936 6.445
S -4.195 -3.112 5.990
O -5.512 -3.286 6.489
O -4.206 -3.147 4.396
C -4.094 -1.817 3.856
C -3.297 -1.067 4.902
O -3.799 -1.575 6.150
H -5.095 -1.401 3.738
H -3.604 -1.859 2.891
H -3.449 0.007 4.861
H -2.231 -1.292 4.839
O -8.291 2.041 0.880
S -6.899 2.299 0.818
O -5.972 1.487 1.519
O -6.659 3.837 1.183
C -5.952 4.505 0.129
C -6.375 3.763 -1.124
O -6.431 2.394 -0.706
H -4.880 4.409 0.311
H -6.232 5.554 0.117
H -5.661 3.862 -1.937
H -7.367 4.068 -1.463

(2)
Entry from the OMol25 dataset: C4H14N2O2 as an isolated structure at a distorted geometry (ωB97M-V/def2-TZVPD).

## Properties
Spin multiplicity: 1
Relative energy (zero: lowest compared OMol25 entry of this formula, charge and spin): 9.936 eV
LUMO energy: -4.45 eV
HOMO energy: -8.26 eV

Cartesian coordinates (Å):
C 2.578 0.017 -0.607
N 1.920 -0.423 0.563
C -0.598 -0.272 1.160
C -0.608 -1.254 0.000
O -1.911 -1.756 -0.192
C -0.277 1.196 0.680
N -0.342 1.692 -0.739
H 2.104 -0.369 -1.553
H 3.594 -0.283 -0.753
H 2.620 1.112 -0.543
H 2.527 -0.844 1.351
H 0.179 -0.541 1.814
H -0.024 -2.085 0.250
H -0.255 -0.775 -0.888
H -2.459 -0.927 -0.682
H 0.735 1.103 1.029
H -0.625 1.925 1.536
H -1.086 1.201 -1.198
H 0.533 1.353 -1.085
H -3.966 0.131 -1.092
H -1.644 -0.411 1.738
O -2.995 0.210 -0.789

(3)
Entry from the OMol25 dataset: the molecule C7H14N2O3 at a distorted geometry (ωB97M-V/def2-TZVPD).

## Properties
SMILES: CCCCN(COC(C)=O)N=O
Spin multiplicity: 1
Relative energy (zero: lowest compared OMol25 entry of this formula, charge and spin): 8.985 eV
LUMO energy: -0.23 eV
HOMO energy: -9.28 eV

Cartesian coordinates (Å):
C 2.439 -0.684 -1.459
C 2.527 -1.334 -0.109
C 2.061 -0.357 1.031
C 0.654 0.274 1.178
N 0.362 1.235 0.232
C -1.223 1.416 0.110
O -1.788 0.066 -0.017
C -3.188 0.203 -0.125
C -3.581 -1.261 -0.561
O -3.931 1.127 0.066
N 1.168 2.278 0.110
O 1.118 2.806 -1.034
H 3.253 -1.062 -2.265
H 1.187 -0.813 -1.577
H 2.601 0.582 -1.230
H 3.599 -1.500 0.130
H 1.781 -2.117 -0.078
H 2.738 0.547 1.141
H 1.968 -0.772 2.029
H 0.998 0.596 2.323
H -0.217 -0.398 1.642
H -1.532 1.889 -0.861
H -1.678 1.954 1.031
H -3.641 -1.297 -1.743
H -4.743 -1.496 0.017
H -2.932 -1.880 0.016

(4)
Entry from the OMol25 dataset: an isolated ion of composition C3H11NOP and charge +1 at a distorted geometry (ωB97M-V/def2-TZVPD).

## Properties
SMILES: C[NH2+][C@@H]1O[PH2]1C
Spin multiplicity: 1
Relative energy (zero: lowest compared OMol25 entry of this formula, charge and spin): 4.530 eV
Charge: +1
LUMO energy: -3.04 eV
HOMO energy: -13.17 eV

Cartesian coordinates (Å):
C 2.428 -0.613 -1.041
N 1.197 0.197 -0.521
C 0.490 -0.348 0.694
O -0.565 -1.377 0.082
P -1.674 -0.414 0.666
C -2.048 0.889 -0.452
H 3.209 -0.820 -0.296
H 1.991 -1.570 -1.471
H 2.966 -0.145 -1.914
H 1.558 1.059 -0.049
H 0.498 0.250 -1.261
H 1.143 -1.030 1.340
H -1.984 -0.205 1.924
H -2.788 -1.168 0.528
H -1.309 1.645 -0.696
H -2.966 1.319 -0.056
H -2.402 0.435 -1.495

(5)
Entry from the OMol25 dataset: C45H47Cl3N5OPPt as an isolated structure (ωB97M-V/def2-TZVPD).

## Properties
Spin multiplicity: 1
Relative energy (zero: lowest compared OMol25 entry of this formula, charge and spin): 0.508 eV
LUMO energy: -0.75 eV
HOMO energy: -7.07 eV

Cartesian coordinates (Å):
Pt 1.451 1.346 -1.003
C 5.939 2.000 -4.313
C 4.779 2.758 -4.419
C 3.988 2.985 -3.303
C 4.350 2.478 -2.053
C 5.528 1.738 -1.959
C 6.310 1.487 -3.079
P 3.328 2.664 -0.532
C 3.003 -0.931 -2.227
C 2.906 -0.231 -3.440
C 3.536 -0.694 -4.579
C 4.290 -1.859 -4.526
C 4.404 -2.568 -3.336
C 3.761 -2.114 -2.200
C 2.170 4.024 -0.993
C 2.308 5.384 -1.210
C 1.182 6.110 -1.593
C -0.035 5.463 -1.771
C -0.152 4.089 -1.555
C 0.949 3.347 -1.142
H 6.553 1.817 -5.186
H 4.486 3.166 -5.379
H 3.075 3.562 -3.396
H 5.834 1.354 -0.991
H 7.217 0.903 -2.984
H 2.343 0.694 -3.451
H 3.458 -0.139 -5.505
H 4.796 -2.215 -5.415
H 4.994 -3.474 -3.299
H 3.846 -2.673 -1.277
H 3.269 5.875 -1.100
H 1.254 7.177 -1.766
H -0.899 6.035 -2.089
H -1.112 3.613 -1.738
C 2.349 -0.398 -1.038
C 2.481 -1.216 0.183
C 1.447 -2.077 0.548
C 1.560 -2.857 1.691
C 2.697 -2.779 2.485
C 3.718 -1.907 2.132
C 3.615 -1.128 0.989
H 0.564 -2.146 -0.079
H 0.758 -3.535 1.959
H 2.784 -3.388 3.376
H 4.602 -1.828 2.752
H 4.407 -0.441 0.719
Cl -2.397 2.831 1.013
C -3.530 2.478 -0.291
Cl -4.940 1.567 0.290
H -3.026 1.872 -1.035
H -3.879 3.413 -0.711
C -4.962 -3.454 -1.211
C -4.463 -3.354 0.238
C -4.197 -4.778 0.737
C -5.598 -2.741 1.068
C -3.145 -2.503 0.279
O -2.328 -2.849 -0.843
C -2.252 -2.710 1.517
C -2.771 -2.494 2.948
C -2.937 -1.052 3.364
C -1.812 -0.245 3.512
C -1.919 1.080 3.903
C -3.176 1.607 4.148
Cl -3.333 3.278 4.591
C -4.313 0.831 4.013
C -4.184 -0.496 3.626
C -3.478 -1.008 0.076
N -2.418 -0.281 -0.603
C -1.260 0.193 -0.145
N -0.585 0.715 -1.160
C -1.392 0.523 -2.234
N -2.515 -0.079 -1.936
H -5.917 -3.982 -1.220
H -4.263 -3.998 -1.843
H -5.119 -2.476 -1.667
H -5.084 -5.391 0.573
H -3.963 -4.814 1.802
H -3.377 -5.254 0.192
H -6.466 -3.401 1.019
H -5.913 -1.770 0.681
H -5.344 -2.620 2.117
H -1.991 -3.742 -0.710
H -1.382 -2.062 1.375
H -1.866 -3.732 1.457
H -2.026 -2.947 3.609
H -3.694 -3.041 3.130
H -0.827 -0.653 3.314
H -1.036 1.698 4.005
H -5.286 1.262 4.200
H -5.079 -1.099 3.531
H -3.688 -0.524 1.027
H -4.341 -0.884 -0.572
H -0.926 0.190 0.882
H -1.141 0.849 -3.229
N 1.173 2.492 2.298
C 1.864 2.790 3.415
C 2.210 1.591 3.993
C 1.689 0.617 3.118
N 1.063 1.176 2.095
H 0.859 3.116 1.567
H 2.061 3.809 3.702
H 2.767 1.442 4.902
H 1.764 -0.458 3.179

(6)
Entry from the OMol25 dataset: C21H30BrCl2N2ORuS as an isolated structure (ωB97M-V/def2-TZVPD).

## Properties
<S²>: 8.78
Spin multiplicity: 6
Charge: +2
LUMO energy (alpha / beta): -5.84 / -7.99 eV
HOMO energy (alpha / beta): -13.88 / -14.80 eV

Cartesian coordinates (Å):
Ru -1.769 -0.222 0.942
Cl -1.534 -1.034 3.562
C -2.859 -2.192 3.349
Cl -3.265 -2.316 1.607
H -3.737 -1.831 3.870
H -2.538 -3.169 3.686
C 3.243 -0.526 -4.750
C 3.426 -1.727 -3.801
C 4.916 -1.908 -3.514
C 2.888 -3.004 -4.477
C 2.622 -1.474 -2.547
C 1.216 -1.277 -2.668
C 0.479 -1.044 -1.563
Br -1.404 -0.804 -1.734
C 1.043 -0.990 -0.235
O 0.311 -0.764 0.773
C 2.479 -1.205 -0.108
C 3.188 -1.428 -1.271
C 3.249 -1.193 1.213
C 2.419 -0.950 2.477
C 4.312 -0.080 1.131
C 3.943 -2.562 1.366
H 3.820 -0.702 -5.658
H 3.604 0.397 -4.293
H 2.204 -0.385 -5.048
H 5.438 -2.082 -4.454
H 5.107 -2.771 -2.873
H 5.356 -1.020 -3.057
H 3.461 -3.191 -5.385
H 1.841 -2.912 -4.767
H 2.994 -3.872 -3.825
H 0.750 -1.318 -3.643
H 4.253 -1.578 -1.190
H 1.936 0.025 2.473
H 3.100 -0.981 3.328
H 1.664 -1.721 2.629
H 3.847 0.899 1.010
H 5.012 -0.232 0.310
H 4.888 -0.069 2.057
H 3.212 -3.371 1.412
H 4.513 -2.569 2.295
H 4.637 -2.771 0.553
C -7.020 3.715 -0.256
C -6.028 3.570 0.842
C -6.187 4.034 2.124
C -5.164 3.824 3.055
N -4.033 3.179 2.718
C -3.894 2.746 1.494
S -2.406 2.019 0.955
N -4.868 2.929 0.564
C -5.264 4.298 4.458
H -7.892 4.264 0.088
H -7.344 2.734 -0.607
H -6.581 4.253 -1.098
H -7.091 4.555 2.401
H -4.694 2.585 -0.373
H -6.189 4.838 4.644
H -4.411 4.941 4.680
H -5.200 3.441 5.131

(7)
Entry from the OMol25 dataset: an isolated ion of composition C6H12N and charge +1 at a distorted geometry (ωB97M-V/def2-TZVPD).

## Properties
SMILES: C=[N+]=C(C)C(C)C
Spin multiplicity: 1
Relative energy (zero: lowest compared OMol25 entry of this formula, charge and spin): 3.705 eV
Charge: +1
LUMO energy: -4.44 eV
HOMO energy: -15.82 eV

Cartesian coordinates (Å):
C -2.850 0.718 0.201
N -1.718 0.313 0.358
C -0.553 -0.082 0.090
C -0.366 -1.781 -0.621
C 0.671 0.713 0.416
C 1.705 -0.205 1.160
C 1.153 1.124 -0.960
H -3.703 0.519 0.997
H -3.252 1.222 -0.617
H -1.317 -2.087 -1.005
H 0.020 -2.403 0.268
H 0.091 -1.797 -1.556
H 0.284 1.497 0.948
H 1.700 -1.193 0.963
H 2.673 0.085 0.989
H 1.676 -0.160 2.202
H 0.943 0.274 -1.785
H 2.301 1.290 -0.872
H 0.543 1.953 -1.175

(8)
Entry from the OMol25 dataset: C17H12AgF5N3O2S2 as an isolated structure (ωB97M-V/def2-TZVPD).

## Properties
Spin multiplicity: 1
Relative energy (zero: lowest compared OMol25 entry of this formula, charge and spin): 0.000 eV
Charge: -1
LUMO energy: 2.76 eV
HOMO energy: -4.68 eV

Cartesian coordinates (Å):
Ag 0.486 -0.294 1.596
F 2.097 -1.686 -5.016
C 2.083 -1.748 -3.674
C 2.394 -0.635 -2.916
F 2.705 0.515 -3.535
C 2.391 -0.711 -1.537
F 2.720 0.396 -0.866
C 2.068 -1.879 -0.843
S 2.086 -1.984 0.903
C 1.765 -2.977 -1.648
F 1.442 -4.157 -1.087
C 1.765 -2.927 -3.030
F 1.461 -4.018 -3.751
S -2.611 2.779 3.233
C -2.128 1.767 4.523
C -1.208 0.849 4.115
C -0.843 0.919 2.729
C -1.542 1.936 2.133
C -1.497 2.334 0.719
C -2.356 3.310 0.196
C -2.290 3.625 -1.146
C -1.375 2.963 -1.951
C -0.563 2.014 -1.352
N -0.608 1.711 -0.062
H -2.545 1.904 5.509
H -0.789 0.123 4.802
H -3.073 3.803 0.840
H -2.951 4.377 -1.561
H -1.291 3.170 -3.010
H 0.162 1.463 -1.940
C -1.716 -1.538 -4.288
O -1.779 -2.477 -3.218
C -1.456 -1.945 -2.004
O -1.150 -0.794 -1.840
N -1.567 -2.923 -1.063
N -1.223 -2.668 0.253
H -1.973 -2.096 -5.185
H -0.716 -1.118 -4.380
H -2.422 -0.724 -4.128
H -1.647 -3.870 -1.401
H -0.301 -3.004 0.508
H -1.953 -2.941 0.891

(9)
Entry from the OMol25 dataset: C20H61F4N7O16PbS4 as an isolated structure at a distorted geometry (ωB97M-V/def2-TZVPD).

## Properties
Spin multiplicity: 1
Relative energy (zero: lowest compared OMol25 entry of this formula, charge and spin): 0.000 eV
LUMO energy: -3.19 eV
HOMO energy: -8.73 eV

Cartesian coordinates (Å):
Pb 2.886 2.496 -1.617
N 1.773 0.491 -1.083
S 1.961 -1.043 -0.693
O 2.234 -1.978 -1.759
O 1.413 -1.473 0.568
F 3.474 -0.771 -0.166
S 0.072 0.539 -0.939
O -0.429 1.056 0.315
O -0.757 -0.420 -1.644
F -0.048 1.820 -1.922
N 3.678 2.420 -3.877
S 5.006 3.073 -4.717
O 4.761 3.605 -6.032
O 6.280 2.472 -4.469
F 5.117 4.430 -3.860
S 3.018 1.680 -5.040
O 3.786 0.572 -5.550
O 2.175 2.484 -5.863
F 1.970 0.911 -4.047
O -1.534 4.336 -2.512
H -2.402 4.714 -2.680
H -1.349 3.793 -3.288
O 1.350 3.304 0.273
H 0.636 3.948 0.425
H 1.408 2.809 1.101
O -2.566 0.552 -4.459
H -3.433 0.322 -4.807
H -2.587 0.248 -3.546
C -1.734 -1.415 2.506
C -0.735 -0.982 3.581
C -0.159 -2.168 4.353
O -1.137 -2.801 5.155
C -1.486 -2.130 6.333
N 0.272 -0.067 3.038
H -2.598 -2.011 2.810
H -1.194 -2.024 1.765
H -2.164 -0.697 1.798
H -1.321 -0.511 4.378
H 0.603 -1.706 4.994
H 0.360 -2.880 3.709
H -2.185 -2.757 6.880
H -1.943 -1.142 6.196
H -0.650 -1.880 7.000
H -0.274 0.425 2.338
H 0.849 -0.668 2.440
C 3.437 -4.914 -5.974
C 2.874 -3.515 -6.229
C 1.739 -3.146 -5.298
O 1.201 -1.882 -5.650
C -0.031 -1.590 -5.049
N 3.942 -2.495 -6.171
H 3.556 -5.105 -4.903
H 4.371 -5.097 -6.501
H 2.730 -5.684 -6.299
H 2.504 -3.630 -7.257
H 2.046 -3.033 -4.251
H 0.923 -3.878 -5.357
H -0.835 -2.038 -5.649
H -0.129 -0.508 -5.027
H -0.223 -2.022 -4.059
H 4.326 -2.447 -7.106
H 3.414 -1.645 -5.992
C -5.112 -2.202 0.354
C -5.568 -0.962 -0.436
C -4.566 -0.672 -1.551
O -4.742 0.545 -2.190
C -4.163 1.686 -1.595
N -6.911 -1.130 -0.982
H -4.126 -1.996 0.791
H -5.017 -3.132 -0.211
H -5.710 -2.450 1.233
H -5.633 -0.119 0.259
H -4.654 -1.547 -2.212
H -3.532 -0.807 -1.204
H -4.656 1.786 -0.616
H -4.321 2.601 -2.152
H -3.133 1.598 -1.227
H -7.591 -1.487 -0.331
H -6.823 -1.722 -1.800
C 4.170 -2.216 5.324
C 4.339 -0.966 4.476
C 4.470 -1.282 2.987
O 5.584 -2.143 2.748
C 5.597 -2.704 1.445
N 3.166 -0.154 4.720
H 3.173 -2.656 5.353
H 4.452 -2.028 6.361
H 4.854 -2.986 4.957
H 5.301 -0.514 4.729
H 4.777 -0.354 2.477
H 3.581 -1.668 2.478
H 6.458 -3.371 1.471
H 5.781 -1.893 0.734
H 4.684 -3.280 1.281
H 2.277 -0.635 4.730
H 2.998 0.519 3.975
C -1.329 4.803 4.290
C -2.012 3.915 3.250
C -3.170 4.759 2.655
O -4.120 4.001 1.945
C -5.186 3.520 2.732
N -1.042 3.581 2.194
H -0.479 4.392 4.839
H -2.050 4.970 5.099
H -1.086 5.806 3.940
H -2.551 3.091 3.729
H -2.786 5.435 1.883
H -3.565 5.466 3.394
H -5.801 2.875 2.101
H -5.849 4.369 2.939
H -4.882 2.965 3.621
H -1.455 2.837 1.639
H -0.282 3.211 2.760

Result set for calculated total energy: -4616.8322 -420.4400 -610.0754 -591.8817 -3933.2092 -4989.8501 -290.1857 -2412.4821 -4570.5520 a.u., one per record in the order listed.
Result set for molar mass: 774.73 122.17 174.20 108.10 1006.32 610.43 98.17 557.29 1067.20 g/mol, one per record in the order listed.